Record 1
The following is a DFT calculation (ωB97M-V/def2-TZVPD) of an isolated molecule of C5H6O.

Summary:
Multiplicity: 1
Gap between HOMO and LUMO, eV: 10.5
SMILES: C#CCC(C)=O
Energy relative to the best compared isomer or geometry (same formula, charge and spin), kJ/mol: 147.6

```
12
Properties=species:S:1:pos:R:3:forces:R:3:lowdin_charge:R:1
C -1.33879 0.83894 0.00740 -0.09 0.00 0.01 -0.02
C -1.02538 -0.58352 -0.38518 -0.21 -0.13 -0.07 -0.44
O -1.88463 -1.39667 -0.63932 0.36 0.32 0.11 0.08
C 0.45100 -0.98374 -0.50985 0.02 -0.10 -0.02 -0.14
C 1.36499 -0.30276 0.40841 0.33 0.26 0.33 -0.15
C 2.11303 0.25927 1.16651 -0.34 -0.21 -0.32 0.11
H -2.41620 0.99700 -0.05651 0.15 0.00 0.01 0.08
H -0.81221 1.54573 -0.64446 -0.04 -0.13 0.08 0.09
H -0.99098 1.03167 1.02798 -0.03 -0.06 -0.15 0.09
H 0.74790 -0.76759 -1.54625 -0.05 0.00 0.14 0.13
H 0.50391 -2.07034 -0.38870 0.01 0.17 0.00 0.13
H 2.77469 0.76199 1.83763 -0.11 -0.11 -0.12 0.03
```
Positions in Å, forces in eV/Å.

=====

Record 2
The following is a DFT calculation (ωB97M-V/def2-TZVPD) of a structure of composition C22H20Cl2N4O3Y at a distorted geometry.

Summary:
Multiplicity: 1
Gap between HOMO and LUMO, eV: 6.7
Net charge: +1

```
52
Properties=species:S:1:pos:R:3:forces:R:3:lowdin_charge:R:1
Y -0.28110 0.08320 -0.07930 3.01 -1.82 1.40 1.62
Cl -1.87750 5.90850 -3.45890 -0.04 0.29 0.09 0.71
C -1.66220 4.25340 -3.07220 0.04 -0.55 -0.32 -0.69
C -1.40720 3.88360 -1.75990 0.10 -0.06 0.10 -0.03
C -1.21340 2.54660 -1.43250 -0.24 0.08 -1.15 -0.21
N -0.99060 2.05790 -0.13720 -0.70 1.06 0.22 -0.09
C -1.27700 2.75280 0.98460 -0.06 0.31 -0.03 -0.45
O -1.62210 3.91520 1.09240 0.05 -0.26 0.20 0.09
C -1.14480 1.89490 2.23770 -0.18 0.34 0.48 -0.16
C -1.53880 2.45290 3.45040 0.09 -0.04 -0.30 0.03
C -1.45010 1.69970 4.60520 0.12 -0.19 -0.24 -0.01
C -0.95160 0.40590 4.51070 0.03 -0.02 -0.10 -0.03
C -0.58500 -0.08150 3.27010 0.09 -0.16 0.20 -0.12
N -0.67750 0.63140 2.14030 -0.56 0.76 0.87 -0.03
C -1.25320 1.55600 -2.46250 -0.21 1.17 -0.09 -0.20
C -1.52160 1.94550 -3.77040 0.13 -0.10 0.16 -0.03
C -1.73340 3.28240 -4.07610 0.10 0.29 0.54 -0.68
Cl -2.07130 3.74090 -5.69250 -0.03 -0.09 -0.27 0.71
N -1.03920 0.23300 -2.04080 -0.75 -0.09 -1.03 -0.07
C -1.60690 -0.82110 -2.67270 -0.03 0.05 -0.30 -0.46
O -2.16990 -0.84220 -3.74980 0.04 -0.22 0.21 0.09
C -1.52660 -2.10420 -1.85080 -0.27 -0.35 -0.30 -0.16
C -2.06870 -3.26480 -2.39270 0.13 0.16 0.10 0.04
C -2.04200 -4.43500 -1.65430 0.17 0.35 0.16 0.00
C -1.47650 -4.40220 -0.38410 0.03 0.06 0.01 -0.03
C -0.97280 -3.20810 0.09310 0.08 -0.16 0.13 -0.12
N -0.98540 -2.07010 -0.61480 -0.63 -0.69 -0.58 -0.04
H -1.36860 4.63380 -0.98530 -0.04 0.00 -0.09 0.10
H -1.90920 3.46750 3.43760 0.00 0.02 -0.01 0.13
H -1.75830 2.10490 5.55570 -0.02 0.04 0.11 0.12
H -0.85010 -0.21770 5.38360 0.01 -0.09 0.06 0.12
H -0.18990 -1.08870 3.17270 -0.05 0.02 0.04 0.11
H -1.57120 1.20150 -4.54850 -0.03 0.05 -0.03 0.11
H -2.50110 -3.20480 -3.38020 0.01 0.01 -0.04 0.13
H -2.45020 -5.34870 -2.05290 -0.06 -0.13 -0.05 0.12
H -1.42680 -5.28800 0.22850 0.00 -0.05 0.07 0.12
H -0.52610 -3.15490 1.08300 -0.06 -0.04 -0.05 0.11
C 2.50860 2.27880 -0.36120 -0.08 -0.40 0.13 -0.04
C 2.73660 1.28400 0.76760 0.07 0.68 -0.05 -0.23
O 2.11380 0.03470 0.40250 -0.03 -0.06 -0.03 -0.30
C 2.74550 -1.14360 0.93940 0.01 -0.50 -0.07 -0.23
C 2.66600 -2.24060 -0.11230 -0.08 0.35 0.14 -0.04
H 2.75470 3.28460 -0.02950 -0.03 0.06 -0.01 0.10
H 1.45510 2.26930 -0.66900 0.17 0.24 -0.02 0.05
H 3.13210 2.02530 -1.21860 -0.09 0.03 -0.01 0.09
H 2.30570 1.64100 1.71560 0.11 -0.14 -0.17 0.13
H 3.81130 1.12460 0.90420 -0.21 -0.09 0.07 0.13
H 2.24390 -1.43380 1.87530 0.09 0.11 -0.14 0.12
H 3.79310 -0.92650 1.16700 -0.20 0.09 0.05 0.13
H 1.66610 -2.25800 -0.55510 0.07 -0.17 -0.02 0.05
H 2.86930 -3.21360 0.32470 0.02 -0.10 0.04 0.09
H 3.38880 -2.05110 -0.90290 -0.05 -0.03 -0.08 0.09
```
Positions in Å, forces in eV/Å.

=====

Record 3
The following is a DFT calculation (ωB97M-V/def2-TZVPD) of the ion C6H11N2S2 with charge +1 at a distorted geometry.

Summary:
Multiplicity: 1
Gap between HOMO and LUMO, eV: 7.9
Net charge: +1
SMILES: CN1CC[N+](C)=C1C(=S)S
Energy relative to the best compared isomer or geometry (same formula, charge and spin), kJ/mol: 246.5

```
21
Properties=species:S:1:pos:R:3:forces:R:3:lowdin_charge:R:1
C -0.74160 -0.01022 -0.13061 1.35 -7.09 1.89 -0.35
C -2.15524 -0.12165 -0.07128 -3.56 0.79 -0.24 -1.01
C 1.35053 0.64610 -0.51785 1.26 -0.41 0.28 -0.08
C 1.37545 -0.80294 -0.11927 2.57 -2.59 -0.72 -0.14
C -0.51503 2.39325 -0.51366 1.89 -0.86 -1.91 0.02
C -0.36108 -2.52549 0.51930 -1.17 -0.70 -2.01 -0.03
N -0.04010 0.98530 -0.40828 0.19 2.79 -0.49 -0.08
N 0.05036 -1.18212 0.14591 -3.20 3.23 0.04 -0.08
S -2.98323 -1.15776 -1.05155 0.84 1.00 0.84 0.82
S -2.94041 1.11717 0.98464 -0.18 -1.49 -0.85 0.85
H 2.00986 1.17186 0.17412 -0.44 0.57 -0.08 0.15
H 1.70880 0.80352 -1.50997 0.14 0.30 -0.83 0.14
H 1.75509 -1.58472 -0.87242 -0.04 1.55 0.63 0.17
H 2.00993 -0.90569 0.75538 0.10 -0.28 0.25 0.13
H -1.09020 2.49157 -1.52888 0.76 0.28 2.35 0.16
H -0.95514 2.64073 0.45656 -0.21 0.50 -0.81 0.06
H 0.52846 2.79375 -0.59998 -1.47 1.05 -0.09 0.11
H -1.31144 -2.69631 -0.06991 0.92 -0.17 1.27 0.05
H -0.42077 -2.80505 1.56511 -0.27 0.77 0.34 0.10
H 0.32733 -3.27036 0.10495 0.23 0.46 -0.24 0.10
H -4.16122 0.68324 0.56797 0.28 0.30 0.36 -0.08
```
Positions in Å, forces in eV/Å.